Computed, not measured: a molecular structure, C20H28F3O5SSr in a non-equilibrium geometry, with ωB97M-V with the def2-TZVPD basis set.

The calculation puts the energy above the lowest of the compared OMol25 structures with the same formula, charge and spin at 0.0 kcal/mol. Its HOMO-LUMO gap is 5.40 eV. Its total energy is -51256.436 eV. The HOMO energy comes out at -3.4 eV. As for the molar mass: 525.120 g/mol. Its LUMO energy is 1.97 eV. As for the total charge: -1.

The geometry in XYZ format:
```
58
Properties=species:S:1:pos:R:3:forces:R:3
O 0.077498 -0.054304 -2.719434 0.435 -0.401 -0.504
C 1.083715 -0.289048 -3.769540 -0.397 0.218 0.439
C 0.352902 0.652017 -4.735703 -0.340 -0.182 0.313
H 1.082724 -1.346509 -4.061966 0.117 0.206 -0.021
H 2.073210 0.034477 -3.422153 -0.194 -0.122 -0.075
C -0.692896 0.826928 -3.605303 0.116 0.238 -0.168
H -0.075590 0.114324 -5.582487 0.310 0.698 0.532
H 0.926376 1.550077 -5.017348 -0.386 -0.320 0.047
C -2.047509 0.206622 -3.897917 -0.322 -0.079 -0.009
H -1.923439 -0.815212 -4.291287 -0.029 0.309 0.095
H -2.602048 0.805528 -4.641267 0.270 -0.160 0.183
H -2.663695 0.153586 -2.986040 0.312 0.006 -0.258
C -0.778264 2.228030 -3.054448 -0.138 0.392 0.373
H 0.227931 2.614229 -2.838421 -0.283 -0.109 -0.008
H -1.362829 2.251592 -2.122253 0.238 -0.042 -0.259
H -1.267095 2.900599 -3.781402 0.172 -0.297 0.146
Sr 0.290938 -1.209104 -0.359572 -0.890 2.635 0.848
C 1.099004 1.444475 1.490682 0.423 -0.098 -0.174
C 2.279940 0.655430 1.503660 0.112 0.710 -0.505
C 2.889379 0.755738 0.218364 -0.358 -0.247 0.151
H 2.696711 0.125316 2.357171 -0.228 0.098 -0.288
C 2.070849 1.592411 -0.590516 -0.419 0.010 0.293
C 0.961015 2.024028 0.199440 0.646 -0.432 -0.103
H 0.188218 2.720383 -0.120546 0.092 -0.242 0.082
H 0.436500 1.609478 2.346159 0.244 -0.171 -0.421
H 3.842478 0.308345 -0.074587 -0.294 0.136 0.087
H 2.291554 1.905105 -1.612132 -0.067 -0.083 0.210
C -1.908479 -0.714262 1.740375 -0.494 0.288 -0.481
C -2.037816 0.541022 1.083162 -0.183 -0.465 -0.046
C -2.557022 0.311621 -0.214775 -0.010 -0.324 0.047
H -1.831403 1.518048 1.524371 0.087 -0.411 -0.252
C -2.777041 -1.091603 -0.365747 0.395 0.292 0.399
C -2.388992 -1.718663 0.855534 0.144 0.112 -0.268
H -2.510322 -2.777622 1.085239 0.111 0.316 -0.083
H -1.579573 -0.866069 2.765719 0.032 0.019 -0.347
H -2.830930 1.077937 -0.946347 0.180 -0.271 0.319
H -3.221360 -1.585802 -1.223502 0.013 0.035 0.070
O 0.579129 -1.250674 -6.701931 0.213 -0.250 -2.508
C 0.077172 -0.397026 -7.788648 0.034 0.415 0.518
C 0.463431 -0.973995 -9.149091 -0.139 -0.404 0.307
H 0.525071 0.605243 -7.683583 -0.201 -0.311 0.226
H -1.016106 -0.304076 -7.693369 0.366 -0.019 0.137
C 1.485028 -2.072206 -8.817335 0.190 0.369 0.053
H 0.887922 -0.210316 -9.800753 -0.061 -0.029 0.046
H -0.418953 -1.383526 -9.642502 0.080 -0.053 -0.024
C 1.353315 -2.308486 -7.306974 -0.343 -0.361 0.286
H 2.491219 -1.726757 -9.059008 -0.010 -0.064 -0.005
H 1.292589 -2.977945 -9.389355 0.083 -0.046 0.059
H 2.332607 -2.337380 -6.810999 -0.268 -0.106 -0.065
H 0.812658 -3.251518 -7.132666 0.277 0.155 0.136
F -0.984387 -3.547040 2.862408 1.171 -0.733 -0.054
C 0.228606 -4.151402 2.714230 -0.654 0.194 0.028
F 0.672044 -4.499001 3.938773 -0.272 0.086 -0.678
F 0.051406 -5.267794 1.971826 0.049 0.428 0.685
S 1.429761 -3.015076 1.840837 -0.704 1.424 -0.450
O 0.965256 -1.642783 2.138813 0.516 -2.308 0.039
O 2.737488 -3.389416 2.292602 -0.319 -0.203 -0.032
O 1.119102 -3.317978 0.409745 0.575 -0.448 0.933
```
Forces are in eV/Å.

Computed, not measured: 2 unconnected molecules or ions with the total composition CH6N3O in a non-equilibrium geometry, with ωB97M-V with the def2-TZVPD basis set.

The calculation puts the energy above the lowest of the compared OMol25 structures with the same formula, charge and spin at 88.4 kcal/mol. Its HOMO-LUMO gap is 10.55 eV. Its total energy is -7640.751 eV. The HOMO energy comes out at -15.0 eV. As for the molar mass: 76.079 g/mol. Its LUMO energy is -4.47 eV. As for the total charge: +1.

The geometry in XYZ format:
```
11
Properties=species:S:1:pos:R:3:forces:R:3
C 0.128901 0.071847 0.121557 0.653 0.173 1.836
N 1.007490 -1.014120 0.437173 -0.932 -1.879 -2.274
N -0.764279 0.688778 0.959455 -2.440 0.505 1.147
N -0.154292 -0.023128 -1.335537 2.619 -0.898 0.700
O 1.480221 0.307495 0.443122 -0.349 1.029 -0.392
H 0.901475 -1.525918 1.303883 0.255 0.668 0.841
H -0.537410 1.582183 1.472350 -0.085 -1.743 -1.010
H -1.727033 0.272562 1.175947 2.227 0.877 -0.594
H 0.787067 -1.079289 -1.373874 -2.472 2.732 0.305
H 0.021915 0.938364 -1.696614 0.267 -1.000 -0.453
H -1.144054 -0.218775 -1.507461 0.257 -0.464 -0.106
```
Forces are in eV/Å.

Computed, not measured: a molecular structure, C12H15BrN2Ru, with ωB97M-V with the def2-TZVPD basis set.

Its HOMO-LUMO gap (spin up / spin down) is 8.60 / 5.50 eV. Its total energy is -88261.653 eV. The HOMO energy (spin up / spin down) comes out at -20.4 / -20.4 eV. Its multiplicity is 2. As for the molar mass: 368.240 g/mol. Its LUMO energy (spin up / spin down) is -11.84 / -14.94 eV. As for the total charge: +3.

The geometry in XYZ format:
```
31
Properties=species:S:1:pos:R:3:forces:R:3
Ru 0.229829 -0.070183 0.624138 0.001 -0.228 0.277
C -2.892209 -1.180515 1.350468 0.002 0.040 0.097
C -1.616441 -0.522699 1.796129 -0.139 0.078 0.018
C -1.425841 0.883422 1.640825 0.051 -0.047 0.092
C -0.266744 1.530783 2.133890 -0.227 0.171 -0.265
C 0.797027 0.774942 2.617655 0.280 -0.122 -0.019
C 0.694133 -0.640173 2.645699 -0.159 0.005 0.016
C -0.534151 -1.263373 2.304376 0.118 0.030 0.097
H -3.070339 -2.093466 1.917320 0.027 -0.019 -0.050
H -2.884105 -1.423505 0.286301 0.006 -0.007 -0.032
H -3.736941 -0.512254 1.515054 0.016 0.003 0.005
H -2.194673 1.471753 1.151764 -0.012 -0.037 0.021
H -0.183266 2.608129 2.063309 -0.017 -0.014 -0.024
H 1.725865 1.256629 2.898795 0.006 -0.042 -0.016
H 1.547162 -1.239468 2.939085 -0.032 -0.009 0.017
H -0.600319 -2.344300 2.350267 -0.014 -0.006 -0.014
N 0.089991 -1.869933 -0.604116 0.003 0.111 -0.157
H -0.161187 -1.754774 -1.587880 0.029 0.054 0.024
H -0.653663 -2.450028 -0.215066 0.027 -0.001 -0.034
H 0.915990 -2.471079 -0.597678 -0.001 0.039 0.033
Br 4.402925 0.271577 -3.553927 -0.080 0.070 0.087
C 3.347413 1.177655 -2.389769 0.091 -0.062 -0.090
C 3.428255 2.581181 -2.268666 0.002 0.083 0.010
C 2.590029 3.180718 -1.359770 0.052 0.037 -0.045
C 1.724031 2.392805 -0.603774 -0.090 -0.054 0.052
N 1.625987 1.037225 -0.706125 0.087 -0.011 -0.139
C 2.419292 0.447663 -1.589388 -0.031 -0.087 0.044
H 4.125815 3.149251 -2.873756 -0.008 0.018 0.009
H 2.590768 4.253606 -1.214327 0.011 -0.002 -0.009
H 1.066528 2.857679 0.117383 0.018 0.009 -0.023
H 2.364841 -0.627130 -1.705649 -0.014 -0.001 0.022
```
Forces are in eV/Å.

Computed, not measured: a molecular structure, CH2N4O in a non-equilibrium geometry, with ωB97M-V with the def2-TZVPD basis set.

The calculation puts the energy above the lowest of the compared OMol25 structures with the same formula, charge and spin at 87.1 kcal/mol. Its HOMO-LUMO gap is 10.43 eV. Its total energy is -9072.521 eV. The HOMO energy comes out at -10.3 eV. As for the molar mass: 86.054 g/mol. Its LUMO energy is 0.15 eV.

The geometry in XYZ format:
```
8
Properties=species:S:1:pos:R:3:forces:R:3
C -0.293034 -0.419779 0.064201 -1.169 2.346 2.443
H -0.892818 -1.714587 1.339540 0.405 0.529 -3.197
H 0.896379 -0.277102 -1.745796 -3.813 2.685 2.819
N -0.711320 -1.554929 0.250479 -0.663 -2.771 2.464
N 0.069788 0.365622 -0.956544 4.017 -4.998 -9.174
N 0.722026 1.496850 -0.575505 0.597 -1.618 -3.342
N 0.531279 1.524498 0.576521 -0.225 4.602 7.319
O -0.322300 0.579427 1.047105 0.850 -0.775 0.668
```
Forces are in eV/Å.